Molecular formula: C21H24N2O4S
Method: DFT, ωB97M-V with the def2-TZVPD basis set

```
! wB97M-V def2-TZVPD RIJCOSX def2/J DEFGRID3
* xyz 0 1
C 6.846 0.573 -1.300
O 6.323 -0.369 -0.398
C 5.242 -0.017 0.374
C 4.629 1.227 0.292
C 3.540 1.557 1.082
C 3.038 0.640 1.987
C 1.838 0.955 2.849
C 0.656 0.252 2.287
N 0.190 -0.884 2.677
C -0.865 -1.151 1.834
C -1.763 -2.208 1.776
C -2.734 -2.154 0.800
C -2.822 -1.095 -0.114
C -3.931 -1.155 -1.111
O -4.997 -1.690 -0.867
N -3.648 -0.620 -2.323
C -4.629 -0.563 -3.377
C -5.073 0.868 -3.699
C -5.507 1.625 -2.448
S -4.114 2.461 -1.618
C -4.055 3.990 -2.599
C -1.936 -0.024 -0.060
C -0.970 -0.078 0.924
O 0.011 0.811 1.230
C 3.636 -0.607 2.070
C 4.730 -0.960 1.287
O 5.181 -2.225 1.514
C 6.314 -2.740 0.855
H 7.688 0.075 -1.781
H 6.113 0.856 -2.062
H 7.204 1.471 -0.786
H 5.001 1.964 -0.401
H 3.092 2.534 0.985
H 1.650 2.029 2.854
H 1.996 0.595 3.865
H -1.698 -3.026 2.474
H -3.469 -2.940 0.718
H -2.769 -0.151 -2.467
H -5.483 -1.145 -3.022
H -4.228 -1.034 -4.281
H -4.258 1.405 -4.190
H -5.907 0.815 -4.402
H -5.924 0.941 -1.710
H -6.241 2.396 -2.676
H -3.215 4.567 -2.229
H -4.978 4.546 -2.458
H -3.908 3.752 -3.649
H -2.018 0.834 -0.708
H 3.255 -1.348 2.754
H 6.441 -3.745 1.257
H 6.165 -2.798 -0.226
H 7.209 -2.150 1.064
*
```

Its energy above the lowest of the compared OMol25 structures with the same formula, charge and spin is 34.0 kcal per mole. For the LUMO energy, the calculation gives 0.62 eV. The HOMO-LUMO gap comes out at 8.75 eV. Its highest occupied orbital energy is -8.129 eV. Its strongest force on any atom is 0.025 Eh/bohr. Its SMILES is COc1ccc(Cc2nc3ccc(C(=O)NCCCSC)cc3o2)cc1OC.